(1)
Density functional theory data (ωB97M-V/def2-TZVPD) for C32H44N4OsP2Si as an isolated structure in a non-equilibrium geometry.

Properties
HOMO (alpha / beta), eV: -12.48 / -12.48
Gap between HOMO and LUMO (alpha / beta), eV: 4.9 / 3.0
Total charge: +2
2S+1: 5
E, eV: -68753.8598
ΔE to the lowest compared entry with this formula, charge and spin, kcal per mole: 3.8
Largest force on an atom, eV Å⁻¹: 7.126
LUMO (alpha / beta), eV: -7.61 / -9.46

Geometry (Å):
Os1 0.3698 -2.1398 0.5272
C1 -0.8642 2.0304 3.2060
C2 -1.6876 1.6140 2.2563
C3 -1.7961 2.1822 0.9026
C4 -0.5679 2.8287 0.2233
C5 0.8005 2.2947 0.5443
C6 1.5324 2.1575 1.6716
C7 1.5244 2.9861 2.9149
C8 0.0589 3.2400 3.2621
C9 2.0387 -3.0735 1.1846
H1 -1.2214 1.8788 4.2491
H2 -2.4231 0.8082 2.4428
H3 -2.5512 2.9572 1.0445
H4 -2.2187 1.4216 0.2261
H5 -0.7424 2.7081 -0.8571
H6 -0.6430 3.9153 0.3196
H7 1.1535 1.6244 -0.2581
H8 2.0371 1.1663 1.7645
H9 2.0646 3.9344 2.7609
H10 2.0458 2.4379 3.7158
H11 -0.0018 3.6546 4.2753
H12 -0.3194 4.0296 2.6067
H13 2.5190 -2.5615 2.0451
H14 2.8029 -3.4428 0.4813
H15 1.4676 -3.9133 1.6109
P1 1.4145 -1.3469 -1.2828
P2 -2.3132 -0.2507 -1.5349
N1 2.8353 -0.0695 -1.7665
N2 2.0317 -2.5445 -2.5376
N3 -2.2552 1.2280 -2.6968
N4 -3.7053 -0.8975 -2.4917
C10 0.2559 -0.4087 -2.3612
C11 -1.0525 -1.2089 -2.3942
C12 4.1010 -0.1291 -1.2020
C13 4.9915 0.6419 -1.9629
C14 4.2498 1.1706 -3.0606
C15 2.9409 0.7130 -2.9147
C16 2.5446 -3.7991 -2.2104
C17 2.9406 -4.4410 -3.3787
C18 2.7172 -3.5340 -4.4596
C19 2.1873 -2.3628 -3.9127
C20 -2.8880 2.4477 -2.4013
C21 -2.6434 3.3558 -3.4415
C22 -1.8347 2.6856 -4.3981
C23 -1.6419 1.3864 -3.9368
C24 -4.6667 -0.2645 -3.2994
C25 -5.3947 -1.2506 -3.9715
C26 -4.8972 -2.5201 -3.5318
C27 -3.8809 -2.2763 -2.6260
H16 0.6583 -0.3738 -3.3843
H17 0.1428 0.6437 -2.0149
H18 -1.3653 -1.4671 -3.4213
H19 -0.9709 -2.1693 -1.8224
H20 4.2671 -0.7106 -0.3058
H21 6.0335 0.8255 -1.7622
H22 4.5855 1.8304 -3.8517
H23 2.0817 0.9288 -3.5501
H24 2.5764 -4.1374 -1.1790
H25 3.3361 -5.4475 -3.4309
H26 2.8986 -3.7012 -5.5089
H27 1.9154 -1.4188 -4.3853
H28 -3.5072 2.5621 -1.5132
H29 -3.0209 4.3799 -3.4889
H30 -1.4377 3.0955 -5.3105
H31 -1.1291 0.5806 -4.4326
H32 -4.7597 0.8134 -3.3210
H33 -6.1863 -1.0765 -4.6799
H34 -5.2529 -3.4936 -3.8382
H35 -3.2606 -2.9581 -2.0533
C28 -1.4340 0.2091 6.1282
Si1 0.0903 -0.6329 5.2985
C29 1.4533 0.3058 6.2275
C30 0.1010 -2.1926 6.3488
C31 0.2497 -1.0535 3.4693
C32 0.2872 -1.5002 2.2498
H36 -1.3429 -0.0099 7.2111
H37 -2.3805 -0.2279 5.7862
H38 -1.4713 1.3007 6.0211
H39 1.2612 0.0612 7.2869
H40 2.4598 -0.0455 5.9750
H41 1.4044 1.3965 6.1232
H42 -0.6698 -2.9218 6.0670
H43 1.0915 -2.6677 6.3631
H44 -0.1198 -1.7911 7.3521



(2)
Density functional theory data (ωB97M-V/def2-TZVPD) for C54H46GeN5O5Ti as an isolated structure.

Properties
HOMO (alpha / beta), eV: -1.22 / -2.05
Gap between HOMO and LUMO (alpha / beta), eV: 5.4 / 6.2
Total charge: -2
2S+1: 2
E, eV: -154068.6307
ΔE to the lowest compared entry with this formula, charge and spin, kcal per mole: 40.2
Largest force on an atom, eV Å⁻¹: 0.895
LUMO (alpha / beta), eV: 4.16 / 4.16

Geometry (Å):
Ti1 -0.1694 0.1172 -0.5953
O1 2.3830 4.1511 2.8871
C1 2.9328 3.0300 3.3758
C2 4.1608 3.1077 4.0378
C3 4.7626 1.9616 4.5271
C4 4.1545 0.7214 4.3679
C5 2.9314 0.6435 3.7201
C6 2.3003 1.7807 3.2290
C7 1.0004 1.7008 2.4864
O2 0.5640 2.7581 1.9276
N1 0.4061 0.5293 2.4917
N2 -0.6630 0.4522 1.6141
C8 -1.8201 0.2911 2.1207
C9 -3.0580 0.0806 1.3757
C10 -4.2094 -0.1800 2.1212
C11 -5.4476 -0.3701 1.5369
C12 -5.5402 -0.2968 0.1489
C13 -4.4215 -0.0379 -0.6127
C14 -3.1499 0.1615 -0.0372
O3 -2.1389 0.4408 -0.8176
H1 1.5543 3.8108 2.3876
H2 4.6301 4.0790 4.1355
H3 5.7235 2.0342 5.0254
H4 4.6400 -0.1790 4.7235
H5 2.4426 -0.3082 3.5632
H6 -1.9047 0.2940 3.2117
H7 -4.1100 -0.2314 3.2014
H8 -6.3193 -0.5785 2.1442
H9 -6.4968 -0.4477 -0.3397
H10 -4.4811 0.0092 -1.6933
C15 5.0124 -1.8537 1.0282
C16 5.3014 -0.5960 0.5111
C17 4.2892 0.2403 0.0748
C18 2.9487 -0.1618 0.1597
C19 2.6641 -1.4265 0.6797
C20 3.6854 -2.2597 1.1012
N3 1.9005 0.6721 -0.2537
N4 2.3052 1.8774 -0.6234
C21 1.3021 2.6689 -1.0265
C22 1.5642 4.0247 -1.3327
C23 0.5334 4.8460 -1.6755
C24 -0.7777 4.3341 -1.7279
C25 -0.9679 3.0077 -1.4412
N5 0.0330 2.1744 -1.1051
H11 5.8090 -2.5041 1.3704
H12 6.3307 -0.2595 0.4497
H13 4.5103 1.2221 -0.3179
H14 1.6372 -1.7545 0.7544
H15 3.4336 -3.2391 1.4904
H16 2.5858 4.3683 -1.2588
H17 0.7218 5.8889 -1.9037
H18 -1.6206 4.9584 -1.9897
H19 -1.9531 2.5595 -1.4667
C26 0.4377 -0.6189 -2.3329
Ge1 0.5431 -0.0573 -4.1397
C27 1.0532 1.8231 -4.4615
C28 0.1267 2.7840 -4.8569
C29 0.5206 4.0882 -5.1313
C30 1.8528 4.4506 -5.0110
C31 2.7883 3.5079 -4.6044
C32 2.3888 2.2078 -4.3333
C33 1.8580 -1.0578 -5.2280
C34 2.1410 -0.7029 -6.5474
C35 3.0822 -1.3967 -7.2956
C36 3.7708 -2.4609 -6.7275
C37 3.5117 -2.8202 -5.4130
C38 2.5631 -2.1241 -4.6727
C39 -1.2400 -0.2739 -4.9838
C40 -1.4527 -0.7022 -6.2926
C41 -2.7376 -0.8796 -6.7920
C42 -3.8367 -0.6227 -5.9850
C43 -3.6431 -0.1991 -4.6769
C44 -2.3574 -0.0346 -4.1776
H20 0.9024 -1.6025 -2.1890
H21 -0.9181 2.5100 -4.9525
H22 -0.2185 4.8250 -5.4244
H23 2.1609 5.4691 -5.2172
H24 3.8285 3.7894 -4.4892
H25 3.1251 1.4816 -4.0067
H26 1.6307 0.1442 -6.9949
H27 3.2855 -1.1027 -8.3195
H28 4.5111 -3.0022 -7.3055
H29 4.0509 -3.6424 -4.9578
H30 2.3719 -2.4105 -3.6461
H31 -0.6037 -0.9210 -6.9319
H32 -2.8810 -1.2254 -7.8099
H33 -4.8402 -0.7621 -6.3704
H34 -4.4968 -0.0155 -4.0354
H35 -2.2190 0.2389 -3.1363
C45 -6.3829 -3.8859 -0.9377
C46 -4.8958 -3.7274 -0.7627
C47 -4.3369 -3.6200 0.5009
C48 -2.9765 -3.3881 0.6778
C49 -2.3963 -3.2738 2.0628
C50 -2.1584 -3.2813 -0.4443
C51 -2.6925 -3.4172 -1.7282
C52 -1.8055 -3.3217 -2.9377
C53 -4.0582 -3.6296 -1.8678
C54 -0.6813 -2.9829 -0.2706
O4 0.1568 -3.8546 -0.4510
O5 -0.4337 -1.7583 0.0562
H36 -6.8466 -4.2714 -0.0286
H37 -6.6177 -4.5667 -1.7583
H38 -6.8470 -2.9219 -1.1630
H39 -4.9792 -3.6801 1.3736
H40 -3.1792 -3.0782 2.7966
H41 -1.6641 -2.4683 2.1123
H42 -1.8856 -4.1988 2.3426
H43 -1.0855 -4.1419 -2.9586
H44 -1.2295 -2.3914 -2.9114
H45 -2.3913 -3.3352 -3.8576
H46 -4.4773 -3.7048 -2.8673